This record from the OMol25 dataset describes a 6-piece molecular cluster, C4H19NO8 overall in a non-equilibrium geometry. The level of theory is ωB97M-V/def2-TZVPD.

Positions of all 32 atoms, in Å:
O1 0.20 -2.90 -1.24
C1 -1.35 1.26 -1.37
H1 -0.91 2.65 0.15
H2 2.68 1.04 1.19
O2 0.47 -2.92 1.78
O3 2.70 -1.27 2.48
H3 1.00 -3.26 2.51
O4 3.19 1.27 1.96
H4 -1.55 2.31 -1.63
O5 -3.55 1.35 -0.35
H5 1.12 1.40 -0.61
O6 -2.98 -0.56 -1.29
O7 2.51 0.19 -0.36
H6 3.09 -0.39 2.68
H7 -3.86 0.65 0.36
H8 -1.11 -0.55 0.41
N1 -0.58 0.56 -2.42
H9 -0.17 -0.33 -2.07
H10 -1.23 0.27 -3.16
H11 0.97 -2.25 1.32
H12 3.18 0.77 -0.82
H13 -1.14 0.57 1.82
H14 2.57 -0.76 -0.55
O8 0.57 2.02 -0.33
H15 4.14 1.01 1.68
C2 -2.62 0.60 -1.05
H16 -0.31 -3.21 -1.99
H17 0.48 0.08 0.93
C3 -0.66 0.36 0.86
C4 -0.66 1.60 0.02
H18 -0.47 -2.90 -0.52
H19 2.49 -1.50 3.32

Properties
- gap between HOMO and LUMO (eV) = 9.820
- molecular weight (u) = 209.19
- SMILES = C[C@@H](O)[C@@H](N)C(=O)O.O.O.O.O.O
- ΔE to the lowest compared entry with this formula, charge and spin (kcal/mol) = 73.6



This record from the OMol25 dataset describes C21H25N3O6PtS as an isolated structure in a non-equilibrium geometry. The level of theory is ωB97M-V/def2-TZVPD.

Positions of all 57 atoms, in Å:
C1 -2.45 -7.49 -2.34
O1 -0.69 -1.89 0.81
C2 -1.15 -6.36 -0.51
C3 0.16 4.34 -0.10
H1 2.53 7.36 0.22
H2 -2.45 4.73 -2.16
C4 -2.35 1.91 -0.91
H3 -0.99 -3.06 -2.51
C5 -0.50 -5.26 0.03
O2 3.34 0.14 0.69
H4 -3.67 4.21 -0.99
C6 4.33 -0.24 1.33
H5 5.09 -0.27 3.42
H6 -0.01 -5.32 0.99
C7 1.20 6.26 -1.07
C8 -3.65 1.61 -1.56
N1 -0.69 3.21 -0.20
C9 -1.77 -6.30 -1.76
H7 1.42 0.15 3.58
H8 -0.11 4.98 -2.15
H9 -1.81 -7.94 -3.11
H10 -2.18 -5.04 -3.46
C10 4.12 -0.09 2.97
C11 -1.71 -5.10 -2.48
H11 -3.39 -7.23 -2.82
H12 3.82 0.95 3.08
H13 1.37 6.91 -1.92
H14 3.28 -2.08 3.05
H15 -2.31 5.21 -0.45
O3 5.43 -0.68 1.09
O4 0.68 1.57 0.70
H16 -1.51 -0.01 -0.20
H17 1.06 -1.45 3.38
O5 1.44 -2.98 0.80
N2 -1.87 3.20 -0.82
C12 -2.61 4.41 -1.13
C13 0.83 4.57 1.11
C14 -1.07 -3.99 -1.96
H18 -3.74 2.13 -2.51
C15 1.68 5.66 1.21
C16 -1.46 1.07 -0.33
H19 2.18 5.85 2.14
C17 -0.38 1.87 0.14
C18 0.35 5.18 -1.19
Pt1 1.26 -0.62 0.86
H20 -4.49 1.92 -0.93
H21 0.66 3.91 1.95
H22 -3.74 0.54 -1.73
O6 0.69 -1.74 -1.13
N3 1.70 -0.71 3.12
C19 1.86 6.51 0.13
C20 -0.48 -4.09 -0.71
H23 -2.64 -8.26 -1.59
H24 -1.18 -7.29 0.04
S1 0.28 -2.66 -0.05
H25 3.21 -1.15 4.54
C21 3.08 -1.08 3.45

Properties
- gap between HOMO and LUMO (spin up / spin down) (eV) = 7.950 / 4.290
- charge = +2
- molecular weight (u) = 642.59
- ΔE to the lowest compared entry with this formula, charge and spin (kcal/mol) = 18.0
- 2S+1 = 5
- expectation value of S² = 6.038



This record from the OMol25 dataset describes one molecule with the formula C9H18N2O4 in a non-equilibrium geometry. The level of theory is ωB97M-V/def2-TZVPD.

Positions of all 33 atoms, in Å:
O1 -2.21 2.58 -0.37
C1 -1.96 1.43 0.20
H1 1.64 0.23 1.38
C2 2.90 0.01 -0.30
C3 -2.72 -2.38 -0.77
H2 -1.66 -0.49 1.47
H3 -0.23 -1.10 -1.11
H4 2.75 0.20 -1.44
H5 -3.32 -3.31 -0.50
H6 4.20 -1.07 0.86
O2 0.73 1.71 -0.54
H7 -3.53 -0.78 0.47
C4 -2.50 -1.10 0.07
H8 4.46 1.31 -0.36
C5 3.65 1.20 0.32
N1 -0.48 -0.19 -0.98
H9 3.14 2.15 0.35
H10 -2.68 0.36 -1.47
H11 -3.06 -1.98 -1.74
H12 1.96 -2.18 0.95
H13 3.64 -2.23 -0.61
H14 4.15 0.95 1.32
H15 -1.92 3.37 0.25
C6 3.93 -1.25 -0.26
H16 -1.67 -2.85 -0.78
O3 -1.73 -1.47 1.28
C7 0.55 0.53 -0.50
C8 -1.94 0.16 -0.72
H17 0.47 -1.81 1.19
C9 1.58 -0.24 0.36
H18 4.79 -0.96 -0.92
N2 1.22 -1.65 0.46
O4 -1.69 1.30 1.37

Properties
- gap between HOMO and LUMO (eV) = 9.930
- molecular weight (u) = 218.25
- SMILES = CC(C)[C@H](N)C(=O)N[C@H](C(=O)O)[C@@H](C)O
- ΔE to the lowest compared entry with this formula, charge and spin (kcal/mol) = 87.8



This record from the OMol25 dataset describes a 2-piece molecular cluster, C25H26N2O4S overall in a non-equilibrium geometry. The level of theory is ωB97M-V/def2-TZVPD.

Positions of all 58 atoms, in Å:
H1 -2.24 1.19 4.13
H2 -2.11 0.09 1.90
H3 0.19 4.36 -4.30
S1 -0.20 -3.19 1.44
H4 -1.15 -5.12 -0.44
H5 2.29 -3.03 2.80
H6 -1.46 3.55 4.39
C1 -1.92 1.76 3.25
C2 -1.96 -4.40 -0.31
H7 4.74 -2.83 2.99
C3 2.95 -1.20 -0.06
H8 0.81 2.94 -0.33
C4 -1.84 1.14 2.01
C5 -1.54 3.10 3.40
H9 -1.85 3.37 -3.64
H10 4.95 -0.60 -0.66
H11 -1.42 0.13 -0.50
H12 -2.76 -1.72 1.61
C6 0.74 -1.95 0.70
C7 4.32 -1.10 0.08
C8 -1.37 1.84 0.87
C9 4.20 -2.37 2.16
H13 -4.86 -1.90 0.30
O1 6.84 -1.73 2.58
H14 -0.99 4.91 2.35
H15 -1.14 2.24 -4.78
C10 2.13 -1.89 0.90
H16 2.45 -0.77 -0.94
C11 0.29 3.44 -3.72
H17 1.50 1.92 -1.61
N1 -0.60 1.84 -1.44
C12 -1.08 1.17 -0.37
H18 -0.71 0.61 -3.14
C13 -4.05 -2.61 0.12
O2 0.43 -4.48 1.23
O3 6.95 -0.60 0.69
O4 -0.61 -2.80 2.78
C14 -1.78 -3.33 0.56
H19 -5.15 -3.76 -1.34
H20 -3.29 -5.41 -1.67
C15 0.69 3.79 -2.29
N2 6.32 -1.31 1.52
H21 0.02 4.57 -1.91
C16 -1.24 3.26 1.00
C17 -1.02 2.67 -3.78
H22 -1.10 3.88 0.11
C18 2.83 -2.49 2.02
C19 -1.24 3.86 2.26
C20 0.66 2.59 -1.36
C21 -2.85 -2.47 0.83
H23 0.25 -1.30 -0.02
C22 4.96 -1.62 1.23
C23 -3.17 -4.57 -0.99
C24 -1.16 1.54 -2.75
H24 1.10 2.86 -4.19
C25 -4.21 -3.65 -0.79
H25 -2.24 1.35 -2.63
H26 1.70 4.21 -2.28

Properties
- gap between HOMO and LUMO (eV) = 3.070
- molecular weight (u) = 450.56
- ΔE to the lowest compared entry with this formula, charge and spin (kcal/mol) = 201.5



This record from the OMol25 dataset describes one molecule with the formula C5H11N in a non-equilibrium geometry. The level of theory is ωB97M-V/def2-TZVPD.

Positions of all 17 atoms, in Å:
C1 1.32 -0.46 -0.54
H1 -2.63 -0.76 0.63
H2 2.51 -1.09 1.19
H3 -3.11 0.90 0.23
C2 -0.55 1.00 0.39
C3 0.01 -0.37 0.21
H4 -3.24 -0.37 -1.01
N1 -1.29 0.41 -0.68
H5 2.64 0.64 0.84
C4 -2.63 0.00 -0.18
H6 -1.08 1.29 1.29
H7 1.36 -1.42 -1.05
H8 1.36 0.33 -1.29
H9 3.46 -0.53 -0.19
H10 -0.78 -1.02 -0.21
C5 2.55 -0.35 0.38
H11 0.10 1.79 -0.01

Properties
- gap between HOMO and LUMO (eV) = 9.749
- molecular weight (u) = 85.15
- SMILES = CC[C@H]1CN1C
- ΔE to the lowest compared entry with this formula, charge and spin (kcal/mol) = 84.3



This record from the OMol25 dataset describes one molecule with the formula C7H7N in a non-equilibrium geometry. The level of theory is ωB97M-V/def2-TZVPD.

Positions of all 15 atoms, in Å:
C1 -0.59 2.09 -1.22
N1 2.70 1.20 -1.11
H1 2.13 0.89 -1.82
C2 0.37 -0.80 0.63
C3 1.54 -0.04 0.85
H2 -0.37 -0.82 1.48
C4 2.61 0.49 1.39
C5 -0.88 1.21 -0.30
H3 -1.48 1.20 0.62
C6 -0.52 -0.30 -0.59
H4 -0.64 3.20 -1.20
H5 -1.49 -0.89 -0.74
H6 0.01 -0.27 -1.61
H7 0.57 -1.89 0.42
C7 2.48 0.68 -0.02

Properties
- gap between HOMO and LUMO (spin up / spin down) (eV) = 7.472 / 8.232
- molecular weight (u) = 105.14
- ΔE to the lowest compared entry with this formula, charge and spin (kcal/mol) = 173.3



This record from the OMol25 dataset describes one molecule with the formula C4H9OPS in a non-equilibrium geometry. The level of theory is ωB97M-V/def2-TZVPD.

Positions of all 16 atoms, in Å:
H1 0.06 -1.45 1.91
H2 -1.15 -0.11 1.82
H3 0.17 2.03 -0.12
H4 -1.84 -0.05 -0.40
H5 -1.23 -1.59 -0.32
H6 0.66 0.15 2.27
C1 -0.95 -0.68 -0.70
H7 3.56 0.02 -1.22
O1 2.14 1.43 0.04
C2 0.22 -0.20 0.08
H8 -0.85 -0.73 -1.78
S1 1.74 -1.45 -0.06
C3 -0.06 -0.35 1.60
C4 0.81 1.18 -0.40
H9 0.93 1.10 -1.41
P1 3.14 0.16 0.15

Properties
- gap between HOMO and LUMO (eV) = 8.979
- molecular weight (u) = 136.16
- SMILES = CC1(C)COPS1
- ΔE to the lowest compared entry with this formula, charge and spin (kcal/mol) = 33.7



This record from the OMol25 dataset describes C25H18MnN4O14S2 as an isolated structure. The level of theory is ωB97M-V/def2-TZVPD.

Positions of all 64 atoms, in Å:
H1 0.01 -8.01 -0.92
N1 -1.95 -6.37 -1.71
C1 3.94 4.27 -0.19
O1 5.14 3.96 -0.05
H2 -1.70 -0.30 4.34
C2 0.73 2.18 -0.09
H3 2.85 -0.26 0.56
O2 2.44 -2.48 -0.33
O3 -1.60 0.04 -0.02
H4 0.59 -1.75 4.71
O4 2.14 -8.76 -0.11
S1 -1.94 3.47 -0.61
O5 0.24 -2.01 -0.34
H5 -0.74 -3.50 3.48
C3 -3.75 -2.19 4.31
C4 0.90 -4.26 -0.52
H6 1.24 -0.15 4.95
C5 1.47 -6.56 -0.29
O6 -2.11 -7.54 -1.98
C6 0.40 -0.70 4.53
N2 1.21 0.94 0.21
C7 -3.61 -2.53 1.92
C8 2.54 0.75 0.34
C9 -1.74 -3.11 3.35
O7 -2.59 -3.11 7.06
O8 -2.79 -5.50 -1.83
C10 1.28 -2.81 -0.38
H7 1.24 4.25 -0.43
O9 3.46 -7.23 0.66
O10 1.11 -1.26 2.28
C11 1.81 -5.23 -0.15
C12 -2.32 -3.03 2.09
C13 1.61 3.25 -0.22
C14 2.96 3.07 -0.07
O11 -0.37 0.31 2.46
C15 -4.21 -2.42 0.55
C16 -0.69 2.28 -0.25
Mn1 0.04 -0.52 0.73
C17 -4.31 -2.12 3.05
C18 -0.35 -4.63 -1.02
O12 -2.80 1.97 -0.49
H8 -1.76 -3.37 1.22
H9 -4.30 -1.87 5.19
N3 2.44 -7.60 0.12
H10 -5.32 -1.74 2.93
C19 -1.63 1.31 -0.22
O13 -0.44 -3.39 5.89
C20 -2.46 -2.69 4.45
C21 -0.63 -5.97 -1.16
H11 -3.78 -1.57 0.02
H12 -0.92 0.77 5.46
O14 3.40 5.36 -0.42
H13 -3.99 -3.31 -0.04
H14 2.78 -4.94 0.24
N4 -1.46 -1.07 6.25
H15 -5.29 -2.29 0.60
C22 -0.95 -0.27 5.12
S2 -1.69 -2.69 6.03
H16 4.50 1.62 0.31
C23 3.43 1.78 0.21
C24 0.41 -0.53 3.04
C25 0.25 -6.97 -0.80
H17 -1.07 -3.88 -1.30
H18 -0.98 -0.93 7.13

Properties
- gap between HOMO and LUMO (spin up / spin down) (eV) = 6.053 / 6.100
- charge = -1
- molecular weight (u) = 717.50
- 2S+1 = 3
- expectation value of S² = 2.021



This record from the OMol25 dataset describes a 6-piece molecular cluster, C12H24Br12 overall in a non-equilibrium geometry. The level of theory is ωB97M-V/def2-TZVPD.

Positions of all 48 atoms, in Å:
H1 -3.43 -4.26 -1.03
H2 1.78 5.19 -4.52
H3 -1.21 0.07 -1.34
Br1 2.31 6.16 -1.59
Br2 1.76 -3.30 -3.18
H4 0.54 -5.02 -1.82
H5 -1.75 4.88 2.20
Br3 2.95 -4.14 5.10
H6 0.11 -3.25 2.53
H7 0.73 -3.63 -0.78
H8 1.44 6.88 -4.26
H9 2.37 -5.51 0.03
H10 1.71 -5.12 2.93
H11 -5.46 -3.93 0.43
Br4 -3.88 -5.14 2.04
C1 -3.41 -3.44 -0.31
H12 0.59 1.46 -0.06
Br5 -1.93 7.41 2.83
H13 0.52 5.53 2.79
H14 -2.39 -3.24 0.03
H15 3.19 -5.34 -1.54
Br6 -3.68 -1.66 -1.27
H16 2.60 -3.76 2.56
H17 -0.15 6.02 -2.38
C2 0.61 -3.37 3.49
Br7 3.61 -3.28 0.05
C3 0.16 5.58 1.76
H18 0.68 4.47 -2.50
Br8 -0.46 -4.40 4.80
H19 0.66 6.47 1.38
Br9 -0.23 -1.36 0.49
C4 -0.18 -0.25 -1.19
Br10 0.63 3.86 0.82
H20 0.73 -2.36 3.88
C5 -4.49 -3.64 0.81
H21 0.45 1.65 -1.87
C6 2.57 -4.83 -0.80
C7 -1.38 5.82 1.80
Br11 2.63 0.54 -1.19
Br12 -0.63 5.77 -5.19
C8 0.71 0.98 -1.04
H22 -4.67 -2.67 1.29
C9 0.78 5.54 -2.67
H23 -1.85 5.95 0.83
C10 1.97 -4.15 3.36
H24 0.10 -0.80 -2.10
C11 1.03 5.88 -4.12
C12 1.26 -4.28 -1.48

Properties
- gap between HOMO and LUMO (eV) = 9.770
- molecular weight (u) = 1127.17
- SMILES = BrCCBr.BrCCBr.BrCCBr.BrCCBr.BrCCBr.BrCCBr
- ΔE to the lowest compared entry with this formula, charge and spin (kcal/mol) = 44.0



This record from the OMol25 dataset describes C13H17AsBF4ReS6Te as an isolated structure in a non-equilibrium geometry. The level of theory is ωB97M-V/def2-TZVPD.

Positions of all 44 atoms, in Å:
F1 -2.24 -1.57 -3.08
H1 4.45 3.99 -3.49
S1 0.92 -4.50 1.24
H2 -5.15 -3.73 2.51
Re1 -0.25 -2.93 0.77
C1 1.86 3.42 0.85
H3 -0.13 0.40 -3.87
C2 0.88 1.98 -1.06
C3 -2.94 -3.17 2.67
Te1 -0.01 0.73 0.32
As1 3.09 -0.67 1.52
C4 1.75 2.19 -3.21
H4 -4.61 -3.37 4.12
C5 -2.45 -1.56 4.61
S2 2.90 -0.97 3.45
C6 0.86 1.56 -2.37
C7 2.51 3.27 -2.81
C8 1.67 3.11 -0.60
H5 2.83 2.92 1.13
H6 1.85 1.79 -4.25
H7 -3.24 -1.97 5.22
C9 2.50 3.73 -1.50
F2 -3.11 -3.60 -2.37
S3 -0.70 -1.73 2.64
S4 -2.40 -3.69 1.11
C10 -2.22 -2.24 3.32
H8 3.20 3.68 -4.84
C11 -4.24 -3.76 3.17
S5 1.43 -1.19 0.03
H9 1.95 4.51 0.78
H10 -2.66 -0.52 4.40
C12 0.04 0.39 -2.80
H11 3.19 4.49 -1.10
H12 -1.60 -1.45 5.22
H13 0.95 3.15 1.40
H14 3.18 5.08 -3.66
C13 3.38 4.02 -3.82
F3 -0.88 -2.54 -1.10
H15 -0.90 0.39 -2.30
H16 0.36 -0.59 -2.54
H17 -4.13 -4.85 3.23
F4 -3.70 -1.69 -1.27
S6 4.74 -0.14 0.50
B1 -2.93 -2.35 -2.16

Properties
- gap between HOMO and LUMO (eV) = 6.094
- molecular weight (u) = 841.21
- ΔE to the lowest compared entry with this formula, charge and spin (kcal/mol) = 17.8